# 1
A structure of composition C45H51AsMnN4O3PSSi2 in a non-equilibrium geometry, computed with ωB97M-V/def2-TZVPD.

As for the multiplicity: 5. As for the orbital gap (alpha / beta): 6.7 / 5.5 eV. As for the LUMO energy (alpha / beta): -0.011 / -0.039 Ha. The value obtained for the total energy is -6895.43655 Ha. The calculation puts the HOMO energy (alpha / beta) at -6.96 / -6.53 eV.

XYZ file:
```
109
Properties=species:S:1:pos:R:3:forces:R:3:mulliken_spin:R:1
Mn -1.3706 0.2418 -0.5010 2.125 -0.220 0.098 2.776
O -3.7701 1.2344 0.5264 0.121 0.622 -0.092 0.002
N -2.6865 1.6272 -0.2780 -1.786 1.866 0.073 -0.091
C -2.8433 2.8778 -0.5931 -0.739 -1.667 0.997 0.090
C -1.9853 3.7307 -1.3551 1.286 0.554 -0.896 -0.018
C -2.5022 4.9810 -1.7431 -0.162 -0.435 0.272 0.017
C -1.7619 5.8735 -2.4805 0.259 0.073 -0.114 -0.008
C -0.4555 5.5543 -2.8375 -0.233 0.069 0.020 0.017
C 0.0775 4.3424 -2.4541 -0.007 -0.021 0.025 -0.007
C -0.6664 3.4134 -1.7303 -0.537 0.121 0.135 0.008
P 0.1282 1.8489 -1.2205 1.087 0.612 -0.178 -0.009
C 0.9098 1.3704 -2.7987 -0.194 -0.096 -0.023 0.011
C 0.3464 1.7005 -4.0272 -0.037 -0.026 0.170 0.009
C 0.9656 1.3077 -5.2002 0.019 -0.009 -0.148 0.002
C 2.1403 0.5746 -5.1553 -0.013 -0.079 -0.022 0.001
C 2.6735 0.1888 -3.9338 0.074 -0.008 0.017 0.001
C 2.0539 0.5773 -2.7607 -0.078 0.169 0.134 -0.017
C 1.5476 2.6502 -0.3705 -0.096 -0.071 0.154 0.016
C 2.7111 3.0734 -1.0057 -0.017 -0.104 0.012 0.023
C 3.6342 3.8470 -0.3225 0.047 0.100 -0.054 0.004
C 3.4052 4.2053 0.9957 0.055 -0.022 0.054 -0.005
C 2.2582 3.7663 1.6383 0.089 0.123 0.052 -0.014
C 1.3290 2.9999 0.9595 -0.088 -0.100 -0.035 -0.021
H -3.8003 0.2574 0.5344 0.538 0.141 -0.538 -0.006
H -3.7553 3.3400 -0.2191 0.021 -0.133 -0.011 0.000
H -3.5114 5.2316 -1.4540 -0.144 0.043 0.051 0.001
H -2.1845 6.8226 -2.7749 -0.070 0.050 0.009 0.000
H 0.1388 6.2507 -3.4099 0.057 0.060 -0.034 0.001
H 1.0976 4.1104 -2.7257 -0.001 -0.007 0.000 0.002
H -0.5772 2.2629 -4.0676 0.026 0.065 -0.033 -0.002
H 0.5344 1.5899 -6.1500 -0.017 -0.017 -0.079 0.000
H 2.6308 0.2920 -6.0735 0.063 -0.065 -0.105 0.000
H 3.5681 -0.4167 -3.8919 0.046 -0.016 -0.011 0.001
H 2.4421 0.2779 -1.7922 0.095 -0.047 -0.098 0.007
H 2.9055 2.8094 -2.0350 0.021 -0.003 -0.057 0.004
H 4.5269 4.1836 -0.8330 0.049 -0.001 0.009 0.001
H 4.1207 4.8232 1.5191 0.061 0.017 0.054 0.001
H 2.0768 4.0379 2.6673 -0.030 0.025 0.115 0.001
H 0.4133 2.6857 1.4474 -0.025 -0.042 0.067 0.005
O -0.9667 -2.4219 1.9647 -0.074 -0.228 0.100 0.003
C -1.3520 -1.3334 2.3553 -0.116 -0.130 0.250 0.050
C -2.0830 -1.1185 3.6870 0.021 -0.056 -0.008 0.005
C -2.2467 0.3897 3.7599 -0.060 0.098 0.005 0.001
C -1.5762 0.8854 2.4820 0.042 -0.355 0.232 0.025
O -1.4145 2.0569 2.1889 -0.045 0.476 0.138 0.000
N -1.1841 -0.1575 1.6985 0.063 0.421 -0.633 -0.079
H -1.4999 -1.5391 4.5072 -0.023 -0.034 -0.071 0.000
H -3.0323 -1.6573 3.6654 0.082 -0.041 -0.002 0.000
H -1.7857 0.8417 4.6368 0.028 0.065 -0.036 0.001
H -3.2896 0.7081 3.7312 -0.017 0.059 0.010 -0.002
S 0.8206 -2.9994 -3.1551 -0.259 0.324 0.459 0.000
C 0.9395 -3.4432 -1.4969 0.039 0.099 -0.296 -0.012
C 0.4062 -2.4785 -0.7082 0.214 -0.631 0.314 0.065
N -0.0957 -1.4088 -1.3837 -0.067 0.791 -0.099 -0.017
C 0.0360 -1.5532 -2.6651 0.196 -0.483 -0.376 0.001
H 1.3745 -4.3797 -1.2139 0.084 -0.162 0.158 -0.001
H 0.2887 -2.5213 0.3651 0.001 0.010 -0.008 0.003
H -0.3275 -0.8528 -3.3941 -0.022 0.154 -0.105 -0.013
N -2.6194 -0.9921 -0.7712 -2.228 -2.058 0.167 0.130
C -3.4598 -1.9307 -0.7485 0.509 0.852 -0.137 -0.026
C -3.2458 -3.2524 -1.3770 -0.009 -0.303 -0.433 0.070
C -3.5998 -4.3971 -0.6674 0.084 0.118 -0.088 0.002
C -3.3877 -5.6473 -1.2136 0.032 -0.157 0.024 0.001
C -2.8479 -5.7676 -2.4841 0.026 -0.064 -0.060 -0.001
C -2.5085 -4.6313 -3.2009 0.054 -0.087 -0.097 0.002
C -2.6987 -3.3788 -2.6483 -0.117 0.039 0.106 -0.004
C -4.8032 -1.7622 -0.1189 -0.063 -0.065 0.391 0.029
C -4.9492 -1.4526 1.2289 -0.074 -0.194 -0.187 -0.007
C -6.2064 -1.2171 1.7568 -0.069 0.092 0.109 0.001
C -7.3208 -1.2699 0.9376 -0.109 0.011 0.074 -0.001
C -7.1802 -1.5865 -0.4050 -0.069 0.009 -0.053 0.002
C -5.9279 -1.8475 -0.9296 -0.052 0.029 0.097 0.001
H -4.0247 -4.2947 0.3197 -0.067 -0.012 0.115 0.000
H -3.6420 -6.5328 -0.6493 -0.038 -0.068 0.037 0.000
H -2.7018 -6.7452 -2.9197 0.029 -0.083 -0.030 0.000
H -2.0987 -4.7261 -4.1965 0.040 -0.003 -0.089 0.000
H -2.4571 -2.4848 -3.2061 0.027 0.061 -0.001 -0.013
H -4.0713 -1.4272 1.8546 0.149 0.029 0.111 -0.004
H -6.3192 -0.9874 2.8069 0.000 0.018 0.080 0.000
H -8.2998 -1.0678 1.3477 -0.071 -0.003 0.015 0.000
H -8.0512 -1.6271 -1.0425 -0.083 -0.013 -0.055 0.000
H -5.8037 -2.1037 -1.9721 -0.036 -0.041 -0.107 0.000
C 5.5250 -2.0237 1.4934 -0.584 0.414 -0.115 0.018
Si 4.6492 -0.5305 0.6728 1.537 -0.147 -0.346 0.011
C 4.8849 -0.8213 -1.2106 -0.437 0.080 0.597 0.002
C 5.7094 1.0188 1.0523 -0.621 -0.353 0.024 0.062
As 2.3796 -0.3281 1.2696 0.129 -0.038 -0.147 0.855
Si 2.7078 -0.5514 3.5824 0.128 -0.189 1.550 0.010
C 2.8664 -2.3973 4.0835 -0.042 0.615 -0.527 0.038
C 4.1931 0.4156 4.3162 -0.399 -0.274 -0.589 0.016
C 1.1660 0.1196 4.4801 0.421 -0.110 -0.584 0.011
H 6.4911 -2.2223 1.0380 0.145 0.114 -0.175 0.000
H 4.9157 -2.9171 1.3800 -0.065 -0.182 0.027 0.003
H 5.6857 -1.8566 2.5539 -0.007 -0.001 0.205 0.001
H 5.8666 -1.2372 -1.4190 0.211 -0.059 0.135 -0.001
H 4.8073 0.1142 -1.7551 -0.077 0.215 -0.130 0.000
H 4.1451 -1.5141 -1.6057 -0.142 -0.112 -0.096 0.001
H 6.7261 0.9136 0.6838 0.149 -0.218 -0.143 0.002
H 5.7637 1.2122 2.1191 -0.010 0.046 0.162 -0.006
H 5.2761 1.8946 0.5768 -0.084 0.134 -0.044 -0.026
H 3.7285 -2.8633 3.6172 0.164 -0.076 -0.083 -0.001
H 1.9833 -2.9398 3.7558 -0.174 -0.076 -0.057 -0.006
H 2.9609 -2.5254 5.1581 -0.009 0.165 0.216 0.003
H 5.1389 -0.0603 4.0810 0.215 -0.091 -0.096 0.001
H 4.1327 0.5037 5.3965 -0.205 -0.114 0.203 0.000
H 4.2166 1.4212 3.9069 0.021 0.222 -0.068 -0.004
H 0.3697 -0.6087 4.4010 -0.195 -0.169 -0.037 -0.002
H 0.8210 1.0398 4.0169 -0.084 0.211 -0.052 -0.002
H 1.3379 0.3111 5.5351 0.201 -0.016 0.162 0.000
```
Forces are in eV/Å.

# 2
A structure of composition C43H37AsBr2N3O2S2Ti, computed with ωB97M-V/def2-TZVPD.

As for the multiplicity: 2. As for the orbital gap (alpha / beta): 7.3 / 7.4 eV. As for the LUMO energy (alpha / beta): 0.011 / 0.012 Ha. The energy above the lowest of the compared OMol25 structures with the same formula, charge and spin comes out at 0.0 kcal/mol. The value obtained for the total energy is -11005.35189 Ha. The calculation puts the HOMO energy (alpha / beta) at -7.04 / -7.10 eV.

XYZ file:
```
91
Properties=species:S:1:pos:R:3:forces:R:3:mulliken_spin:R:1
Ti -0.8938 -0.0654 0.9702 -0.193 0.374 -0.270 0.989
C -2.8143 0.7179 3.4797 0.024 -0.017 0.021 0.016
N -1.5466 0.0240 3.1470 -0.101 0.043 0.045 -0.025
C -1.6130 -1.3911 3.5525 0.023 -0.017 -0.017 0.023
C -2.5197 -2.1708 2.6097 0.000 0.030 0.050 0.001
N -2.1142 -2.0578 1.1821 0.114 -0.081 -0.129 -0.019
C -1.1354 -3.1125 0.8301 -0.044 -0.020 0.027 0.022
C -3.2960 -2.1590 0.3266 -0.024 -0.010 0.017 0.019
C -3.9051 -3.3889 0.0990 0.014 0.012 -0.017 -0.002
C -5.0332 -3.4867 -0.6987 -0.009 0.004 -0.004 0.000
C -5.5637 -2.3357 -1.2681 0.000 -0.004 0.001 0.000
C -4.9765 -1.1083 -1.0230 -0.004 0.002 0.022 0.007
C -3.8398 -0.9909 -0.2127 -0.003 0.006 0.006 -0.004
S -3.1466 0.5808 0.1284 0.069 -0.036 0.072 -0.028
C -0.4501 0.7854 3.7304 0.022 -0.055 0.000 0.005
C 0.1348 0.4265 4.9334 0.027 -0.005 -0.017 -0.005
C 1.1792 1.1803 5.4544 -0.003 0.002 0.001 0.002
C 1.6197 2.3021 4.7700 0.005 -0.005 0.004 0.001
C 1.0298 2.6622 3.5672 0.008 0.001 -0.002 0.018
C -0.0070 1.9117 3.0174 0.004 -0.023 0.025 0.029
S -0.7122 2.3156 1.4488 0.067 -0.075 0.027 -0.031
H -2.9670 0.6916 4.5640 0.002 0.000 -0.001 0.001
H -3.6490 0.2489 2.9672 0.001 0.004 0.002 -0.001
H -2.7528 1.7461 3.1343 0.006 0.004 -0.002 -0.002
H -2.0120 -1.4924 4.5696 0.008 -0.013 0.006 0.000
H -0.6037 -1.8003 3.5353 -0.084 0.052 -0.002 0.000
H -3.5452 -1.8130 2.6873 0.012 0.023 -0.011 0.000
H -2.5224 -3.2242 2.9130 -0.029 -0.004 -0.010 -0.001
H -1.5571 -4.1121 0.9565 0.007 -0.002 0.004 0.000
H -0.2661 -3.0162 1.4675 0.018 -0.004 0.005 0.000
H -0.8320 -2.9761 -0.2073 0.010 0.002 0.001 -0.002
H -3.5014 -4.2858 0.5494 -0.007 -0.010 -0.012 0.000
H -5.4934 -4.4506 -0.8708 0.004 -0.002 0.000 0.000
H -6.4426 -2.3954 -1.8983 -0.003 0.001 0.003 0.000
H -5.3918 -0.2057 -1.4540 -0.001 0.001 0.002 0.000
H -0.2070 -0.4517 5.4658 -0.001 0.004 0.000 0.000
H 1.6423 0.8871 6.3873 0.002 -0.001 0.001 0.000
H 2.4346 2.8949 5.1664 0.001 0.000 -0.002 0.000
H 1.3859 3.5262 3.0199 0.000 0.000 -0.001 0.000
Br 1.6468 -3.4183 3.4275 0.034 -0.035 -0.013 0.000
C 2.6385 -2.0279 2.6039 0.018 0.012 0.026 0.000
C 4.0320 -2.0389 2.7929 0.012 -0.009 0.000 -0.001
C 4.8053 -1.0406 2.2871 -0.005 -0.005 0.020 0.001
Br 6.6822 -1.1016 2.5643 -0.005 -0.003 0.000 0.000
C 4.2171 0.0359 1.5778 0.007 -0.009 -0.008 0.000
C 4.9295 1.1398 1.0605 -0.001 0.010 0.006 0.002
C 4.2505 2.1448 0.4349 0.010 0.005 0.004 -0.002
C 2.8544 2.0309 0.2910 -0.008 0.039 0.040 0.001
N 2.1737 0.9986 0.7092 -0.085 0.099 0.034 0.013
C 2.8173 0.0219 1.3788 -0.035 -0.126 -0.119 0.010
C 1.9804 -1.0403 1.8930 -0.063 0.102 0.122 -0.006
O 0.6918 -1.0191 1.7197 0.167 -0.062 -0.008 -0.066
H 4.4791 -2.8464 3.3552 0.005 -0.004 -0.006 0.000
H 6.0028 1.1845 1.1869 -0.003 -0.002 -0.003 0.000
H 4.7659 3.0173 0.0557 0.001 -0.002 -0.003 0.000
H 2.2763 2.8263 -0.1682 0.042 -0.020 0.019 -0.001
O -0.2251 -0.4161 -0.9093 -0.002 -0.085 0.074 0.022
As 0.2051 0.4311 -2.2796 -0.028 -0.073 0.022 -0.001
C -0.9637 -0.2104 -3.6539 -0.012 -0.014 0.015 -0.002
C -2.0915 -0.9114 -3.2463 0.017 -0.011 -0.023 0.001
C -2.9916 -1.3672 -4.1994 -0.009 -0.006 -0.028 0.000
C -2.7583 -1.1255 -5.5453 -0.003 -0.001 0.016 0.000
C -1.6272 -0.4256 -5.9476 0.013 0.001 -0.002 0.000
C -0.7272 0.0379 -5.0010 0.018 0.028 0.001 -0.001
C 2.0310 0.0029 -2.6504 -0.002 -0.016 -0.053 0.002
C 2.7580 0.6100 -3.6701 0.005 -0.008 0.002 0.000
C 4.0914 0.2739 -3.8507 0.001 -0.010 -0.003 0.000
C 4.6911 -0.6604 -3.0159 0.006 -0.006 -0.005 0.000
C 3.9590 -1.2736 -2.0092 -0.013 0.002 -0.002 0.000
C 2.6228 -0.9485 -1.8284 0.011 -0.003 0.001 0.000
C -0.0049 2.3298 -2.1922 -0.006 -0.005 -0.047 0.005
C 1.0784 3.1898 -2.3236 -0.019 0.007 -0.006 -0.001
C 0.8742 4.5603 -2.2506 0.001 -0.004 -0.007 0.001
C -0.4029 5.0605 -2.0431 0.001 0.007 -0.009 0.000
C -1.4831 4.1972 -1.9230 -0.007 -0.003 -0.001 -0.001
C -1.2912 2.8281 -2.0093 0.011 0.006 0.032 0.007
H -2.2638 -1.0916 -2.1940 0.009 0.000 0.002 0.003
H -3.8732 -1.9084 -3.8807 0.005 0.004 0.003 0.000
H -3.4603 -1.4827 -6.2878 0.000 -0.002 0.000 0.000
H -1.4475 -0.2403 -6.9984 0.001 0.001 0.000 0.000
H 0.1516 0.5863 -5.3197 0.002 0.008 0.006 0.000
H 2.3004 1.3523 -4.3134 0.000 -0.012 -0.007 0.000
H 4.6638 0.7460 -4.6384 0.000 0.000 0.000 0.000
H 5.7348 -0.9121 -3.1530 0.000 0.003 0.002 0.000
H 4.4272 -2.0001 -1.3571 -0.003 0.004 -0.006 0.000
H 2.0359 -1.4160 -1.0484 0.003 0.020 0.055 0.001
H 2.0781 2.7998 -2.4630 -0.018 0.019 0.001 0.000
H 1.7147 5.2355 -2.3462 0.001 -0.001 0.000 0.000
H -0.5570 6.1296 -1.9736 0.001 -0.001 0.005 0.000
H -2.4774 4.5871 -1.7514 0.001 -0.001 -0.001 0.000
H -2.1312 2.1536 -1.8943 -0.018 -0.019 0.006 -0.002
```
Forces are in eV/Å.

The highest multiplicity belongs to which entry?
C45H51AsMnN4O3PSSi2

Among the records above, which one has the lowest multiplicity?
C43H37AsBr2N3O2S2Ti

Which of these has the highest multiplicity?
C45H51AsMnN4O3PSSi2